Formula: C22H16Cl2N6O2Os
Source: the Open Molecules 2025 dataset
Level of theory: wB97M-V/def2-TZVPD

XYZ file:
```
49
Properties=species:S:1:pos:R:3:lowdin_charge:R:1
Os 0.16 0.14 0.34 1.367
Cl -6.43 2.11 -0.88 0.832
C -5.08 1.11 -0.68 -0.629
C -3.92 1.62 -0.10 -0.001
C -2.79 0.82 0.05 -0.152
N -1.62 1.17 0.65 -0.013
C -1.67 1.93 1.83 -0.384
O -2.38 2.87 2.04 0.178
C -0.82 1.23 2.85 -0.161
C -1.05 1.40 4.21 0.051
C -0.45 0.52 5.10 0.008
C 0.31 -0.52 4.60 0.002
C 0.51 -0.62 3.23 -0.102
N -0.01 0.26 2.37 -0.096
C -2.82 -0.55 -0.41 -0.168
C -4.00 -1.05 -0.98 0.007
C -5.12 -0.25 -1.10 -0.634
Cl -6.57 -0.90 -1.73 0.813
N -1.69 -1.24 -0.23 0.108
C -1.17 -2.23 -1.03 -0.426
O -1.34 -3.41 -0.97 0.190
C -0.30 -1.54 -2.07 -0.175
C -0.11 -2.16 -3.30 0.043
C 0.56 -1.47 -4.30 0.003
C 0.92 -0.15 -4.06 -0.008
C 0.69 0.39 -2.80 -0.123
N 0.14 -0.30 -1.80 -0.064
H -3.89 2.65 0.23 0.126
H -1.70 2.19 4.55 0.140
H -0.60 0.63 6.16 0.131
H 0.75 -1.27 5.24 0.127
H 1.09 -1.43 2.81 0.109
H -4.04 -2.09 -1.27 0.133
H -0.47 -3.17 -3.45 0.138
H 0.76 -1.93 -5.26 0.131
H 1.39 0.44 -4.82 0.125
H 0.95 1.43 -2.60 0.118
C 5.53 0.81 -1.22 0.022
N 4.43 0.39 -0.39 -0.100
C 4.51 -0.23 0.81 -0.012
C 3.23 -0.46 1.23 -0.106
N 2.35 0.01 0.28 -0.096
C 3.13 0.52 -0.68 -0.131
H 6.47 0.57 -0.71 0.108
H 5.49 1.88 -1.40 0.110
H 5.51 0.29 -2.17 0.109
H 5.44 -0.45 1.29 0.141
H 2.94 -0.93 2.14 0.092
H 2.80 0.98 -1.59 0.118
```

Summary:
HOMO energy (spin up / spin down) = -14.074 / -14.066 eV
LUMO energy (spin up / spin down) = -8.939 / -8.909 eV
E = -63605.5372 eV
net charge = +2

***

Formula: C39H32BrCl6InN2O12Te
Source: the Open Molecules 2025 dataset
Level of theory: wB97M-V/def2-TZVPD

XYZ file:
```
94
Properties=species:S:1:pos:R:3:lowdin_charge:R:1
In -0.02 0.44 0.59 0.587
C -1.47 -7.12 -1.78 -0.055
C -0.13 -6.64 -1.20 -0.563
C 1.01 -7.11 -2.11 -0.055
C 0.05 -7.28 0.17 -0.074
C -0.13 -5.11 -1.12 -0.191
C 0.01 -4.41 0.07 -0.090
C -0.01 -3.03 0.06 -0.500
Br 0.23 -2.17 1.73 0.965
C -0.17 -2.23 -1.09 -0.354
O -0.22 -0.93 -1.04 -0.186
C -0.29 -2.96 -2.32 -0.073
C -0.27 -4.35 -2.27 -0.014
C -0.42 -2.33 -3.72 -0.528
C -0.47 -0.80 -3.75 -0.077
C 0.78 -2.77 -4.57 -0.052
C -1.72 -2.83 -4.38 -0.055
H -1.50 -8.21 -1.84 0.076
H -1.64 -6.72 -2.78 0.073
H -2.30 -6.79 -1.15 0.088
H 1.04 -8.20 -2.16 0.076
H 1.97 -6.75 -1.74 0.090
H 0.88 -6.74 -3.13 0.072
H 0.05 -8.37 0.07 0.078
H -0.75 -7.01 0.85 0.086
H 1.00 -6.99 0.62 0.086
H 0.15 -4.92 1.01 0.091
H -0.37 -4.87 -3.22 0.093
H 0.42 -0.36 -3.30 0.090
H -1.33 -0.42 -3.20 0.045
H -0.54 -0.48 -4.79 0.083
H 1.71 -2.42 -4.11 0.092
H 0.71 -2.34 -5.57 0.078
H 0.84 -3.85 -4.67 0.068
H -2.58 -2.57 -3.77 0.090
H -1.72 -3.91 -4.52 0.067
H -1.84 -2.36 -5.36 0.078
Cl -1.82 2.04 -2.08 0.788
C -2.75 1.70 -0.67 -0.668
C -2.20 0.98 0.38 -0.220
C -3.07 0.63 1.41 -0.698
Cl -2.49 -0.35 2.71 0.729
C -4.41 1.03 1.45 -0.713
Cl -5.44 0.56 2.75 0.665
C -4.90 1.82 0.42 -0.709
Cl -6.54 2.37 0.46 0.647
C -4.08 2.15 -0.65 -0.702
Cl -4.71 3.10 -1.95 0.655
O 3.08 1.47 1.75 -0.046
C 2.80 1.08 0.61 -0.637
O 2.13 0.04 0.31 -0.087
C 3.10 2.01 -0.54 -0.038
C 4.33 2.24 -1.05 0.066
C 4.48 3.20 -2.07 -0.160
C 3.40 3.93 -2.50 0.065
C 2.14 3.71 -1.96 -0.046
C 1.90 2.67 -1.00 -0.260
O 0.76 2.34 -0.56 -0.110
N 1.08 4.59 -2.45 -0.338
O -0.02 4.51 -1.96 0.032
O 1.37 5.40 -3.33 0.022
N 5.77 3.42 -2.67 -0.371
O 5.88 4.30 -3.52 0.033
O 6.70 2.73 -2.30 0.037
H 5.20 1.72 -0.68 0.131
H 3.52 4.69 -3.26 0.122
O -0.40 -0.68 4.75 -0.492
Cl 0.86 -1.04 5.39 0.601
O 1.27 0.04 6.26 -0.385
O 0.68 -2.25 6.15 -0.357
O 1.85 -1.24 4.35 -0.410
Te 0.68 1.79 3.14 1.637
C -1.11 2.47 4.11 -0.452
C -1.07 2.38 5.50 -0.137
C -2.14 2.82 6.27 -0.086
C -3.26 3.37 5.65 -0.102
C -3.31 3.46 4.27 -0.093
C -2.24 3.01 3.51 -0.141
C 1.00 3.71 2.27 -0.448
C 0.07 4.35 1.46 -0.124
C 0.37 5.58 0.89 -0.089
C 1.60 6.17 1.11 -0.095
C 2.54 5.52 1.89 -0.090
C 2.24 4.30 2.48 -0.137
H -0.21 1.94 5.99 0.073
H -2.10 2.73 7.35 0.098
H -4.10 3.71 6.25 0.093
H -4.18 3.87 3.77 0.101
H -2.31 3.07 2.43 0.081
H -0.87 3.88 1.21 0.090
H -0.36 6.06 0.25 0.102
H 1.84 7.12 0.64 0.097
H 3.52 5.96 2.04 0.097
H 2.98 3.79 3.08 0.095
```

Summary:
HOMO energy = -3.471 eV
LUMO energy = 3.617 eV
E = -226149.4917 eV
net charge = -2
energy relative to the best compared isomer or geometry (same formula, charge and spin) = 20.4 kcal/mol

***

Formula: C3H3N5
Source: the Open Molecules 2025 dataset
Level of theory: wB97M-V/def2-TZVPD

XYZ file:
```
11
Properties=species:S:1:pos:R:3:lowdin_charge:R:1
C 1.14 1.01 -0.01 -0.007
N 1.99 -0.23 0.08 0.096
C 1.18 -1.21 -0.04 -0.177
N -0.07 -0.75 -0.18 -0.143
N -1.21 -1.37 -0.01 0.094
N -2.17 -0.41 0.11 0.042
N -1.48 0.86 -0.17 0.031
C -0.09 0.51 -0.15 -0.384
H 1.48 1.98 -0.04 0.065
H 1.11 -2.26 -0.06 0.116
H -1.88 1.87 0.47 0.269
```

Summary:
HOMO energy = -8.766 eV
LUMO energy = -0.166 eV
E = -10605.1967 eV
net charge = 0
energy relative to the best compared isomer or geometry (same formula, charge and spin) = 84.6 kcal/mol
structure (SMILES) = c1ncn2nn[nH]c12

***

Formula: C34H44CoN4O2P2SSi2
Source: the Open Molecules 2025 dataset
Level of theory: wB97M-V/def2-TZVPD

XYZ file:
```
90
Properties=species:S:1:pos:R:3:lowdin_spin:R:1
Co 0.37 -0.64 -0.73 1.075
C 1.26 -4.40 0.18 0.000
Si 0.05 -3.40 1.23 -0.002
C -1.67 -4.00 0.76 0.001
C 0.32 -3.87 3.02 -0.002
N 0.36 -1.73 0.96 -0.024
P -0.20 -0.43 1.75 -0.003
C -0.64 0.61 0.53 -0.029
P -0.09 1.85 -0.43 -0.005
N 0.53 1.09 -1.72 -0.025
Si 0.54 1.45 -3.40 -0.003
C 1.41 0.04 -4.29 0.001
C 1.50 3.02 -3.76 -0.002
C -1.17 1.67 -4.14 0.000
C -1.45 2.95 -0.93 -0.001
C -2.74 2.43 -0.96 0.000
C -3.80 3.18 -1.45 0.000
C -3.57 4.47 -1.91 -0.001
C -2.29 5.01 -1.87 0.000
C -1.24 4.25 -1.38 -0.001
C 1.10 3.03 0.26 0.002
C 2.38 3.17 -0.25 0.000
C 3.27 4.08 0.30 0.000
C 2.88 4.86 1.38 0.000
C 1.60 4.73 1.90 0.000
C 0.72 3.83 1.34 0.000
C 1.00 0.13 2.98 0.002
C 2.13 -0.61 3.28 0.000
C 3.05 -0.15 4.22 0.000
C 2.84 1.07 4.85 0.000
C 1.71 1.82 4.56 0.000
C 0.79 1.35 3.63 0.000
C -1.66 -0.83 2.78 -0.001
C -1.62 -1.03 4.15 -0.001
C -2.77 -1.36 4.85 0.000
C -3.97 -1.51 4.18 -0.001
C -4.03 -1.31 2.81 0.000
C -2.88 -0.97 2.11 0.000
H 1.20 -5.47 0.42 0.000
H 2.29 -4.09 0.35 0.000
H 1.03 -4.33 -0.89 0.000
H -1.69 -5.09 0.72 0.000
H -1.97 -3.63 -0.22 0.000
H -2.41 -3.67 1.48 0.000
H 0.35 -4.96 3.12 0.000
H -0.49 -3.51 3.66 0.000
H 1.26 -3.48 3.42 0.000
H 2.45 -0.03 -3.95 0.000
H 1.44 0.19 -5.37 0.000
H 0.92 -0.92 -4.10 0.001
H 2.56 2.92 -3.48 0.000
H 1.10 3.87 -3.22 0.000
H 1.46 3.25 -4.82 0.000
H -1.83 0.85 -3.89 0.000
H -1.11 1.74 -5.23 0.000
H -1.64 2.59 -3.77 0.000
H -2.89 1.42 -0.59 0.001
H -4.79 2.76 -1.47 0.000
H -4.39 5.06 -2.29 0.000
H -2.11 6.02 -2.22 0.000
H -0.24 4.68 -1.34 0.000
H 2.69 2.54 -1.08 0.000
H 4.27 4.18 -0.11 0.000
H 3.57 5.57 1.81 0.000
H 1.29 5.34 2.74 0.000
H -0.29 3.74 1.74 0.000
H 2.31 -1.54 2.76 0.000
H 3.93 -0.73 4.44 0.000
H 3.56 1.43 5.58 0.000
H 1.54 2.77 5.05 0.000
H -0.09 1.94 3.40 0.000
H -0.68 -0.93 4.69 0.000
H -2.72 -1.51 5.93 0.000
H -4.87 -1.76 4.73 0.000
H -4.97 -1.42 2.28 0.000
H -2.92 -0.80 1.04 0.001
C 5.83 -1.22 0.36 0.000
O 4.76 -0.35 0.70 0.000
C 3.56 -0.45 0.09 0.001
O 2.66 0.28 0.40 0.007
N 3.47 -1.40 -0.91 0.004
N 2.20 -1.65 -1.46 0.023
H 6.66 -0.92 0.99 0.000
H 6.12 -1.11 -0.68 0.000
H 5.58 -2.26 0.59 0.000
H 4.16 -2.13 -0.98 0.001
H 1.92 -2.60 -1.22 0.001
H 2.25 -1.54 -2.47 0.001
S -1.90 -1.90 -2.78 -0.029
C -0.74 -1.52 -1.84 0.009
```

Summary:
HOMO energy (spin up / spin down) = -6.962 / -7.060 eV
2S+1 = 2
LUMO energy (spin up / spin down) = 0.290 / 0.278 eV
E = -128824.6857 eV
net charge = 0
energy relative to the best compared isomer or geometry (same formula, charge and spin) = 9.6 kcal/mol

***

Formula: C19H23NO3S
Source: the Open Molecules 2025 dataset
Level of theory: wB97M-V/def2-TZVPD

XYZ file:
```
47
Properties=species:S:1:pos:R:3:lowdin_charge:R:1
C 5.97 4.89 -0.49 -0.118
C 4.84 3.88 -0.39 -0.259
C 5.34 2.51 0.08 -0.181
C 4.20 1.53 0.18 -0.252
C 3.85 0.74 -0.90 -0.036
C 2.78 -0.14 -0.84 -0.018
C 2.03 -0.23 0.32 -0.268
O 0.96 -1.06 0.51 -0.027
C 0.57 -1.91 -0.56 -0.118
C -0.59 -2.72 -0.09 -0.227
C -0.66 -3.99 0.40 0.012
C -2.02 -4.22 0.70 0.026
C -2.68 -3.06 0.39 -0.159
C -4.14 -2.83 0.46 -0.387
O -4.89 -3.79 0.42 0.068
N -4.61 -1.57 0.60 -0.061
C -3.84 -0.35 0.70 -0.211
C -3.87 0.43 -0.61 -0.450
S -5.57 0.98 -0.96 0.841
C -6.35 -0.67 -0.86 -0.446
C -6.04 -1.34 0.47 -0.203
O -1.81 -2.15 -0.10 0.076
C 2.38 0.56 1.42 0.000
C 3.44 1.43 1.34 -0.034
H 6.72 4.55 -1.20 0.071
H 6.44 5.03 0.48 0.071
H 5.59 5.85 -0.83 0.067
H 4.36 3.76 -1.37 0.110
H 4.08 4.24 0.31 0.110
H 5.81 2.62 1.06 0.116
H 6.09 2.14 -0.62 0.116
H 4.43 0.80 -1.82 0.115
H 2.55 -0.74 -1.71 0.102
H 0.27 -1.31 -1.43 0.142
H 1.39 -2.58 -0.84 0.141
H 0.15 -4.68 0.53 0.115
H -2.47 -5.10 1.10 0.121
H -2.81 -0.58 0.97 0.119
H -4.28 0.26 1.50 0.125
H -3.27 1.33 -0.54 0.075
H -3.53 -0.19 -1.44 0.080
H -7.42 -0.50 -0.97 0.073
H -5.99 -1.27 -1.69 0.084
H -6.53 -2.32 0.52 0.120
H -6.38 -0.72 1.30 0.126
H 1.79 0.48 2.32 0.117
H 3.70 2.04 2.19 0.116
```

Summary:
HOMO energy = -8.486 eV
LUMO energy = 0.645 eV
E = -38543.9361 eV
net charge = 0
energy relative to the best compared isomer or geometry (same formula, charge and spin) = 22.5 kcal/mol
structure (SMILES) = CCCc1ccc(OCc2ccc(C(=O)N3CCSCC3)o2)cc1

***

Formula: C3H2ClN3
Source: the Open Molecules 2025 dataset
Level of theory: wB97M-V/def2-TZVPD

XYZ file:
```
9
Properties=species:S:1:pos:R:3:lowdin_charge:R:1
Cl -2.72 0.49 -0.28 0.673
C -0.99 0.22 -0.35 -0.706
C -0.28 -0.08 0.79 -0.084
C 1.07 -0.17 0.59 -0.112
N 1.63 -0.16 -0.65 0.037
N 0.83 0.13 -1.68 -0.033
N -0.43 0.28 -1.55 0.000
H -0.80 -0.15 1.74 0.108
H 1.70 -0.55 1.41 0.115
```

Summary:
HOMO energy = -10.184 eV
LUMO energy = -0.201 eV
E = -20133.8942 eV
net charge = 0
energy relative to the best compared isomer or geometry (same formula, charge and spin) = 20.8 kcal/mol
structure (SMILES) = Clc1ccnnn1

***

Formula: C30H55Br26O5
Source: the Open Molecules 2025 dataset
Level of theory: wB97M-V/def2-TZVPD

XYZ file:
```
116
Properties=species:S:1:pos:R:3:lowdin_charge:R:1
O 2.43 -0.16 1.84 -0.402
C 2.14 0.42 0.67 -0.277
O 2.70 1.69 0.11 -0.115
C 1.46 2.53 0.05 -0.121
C 0.49 1.38 -0.62 -0.168
C -0.92 1.40 0.22 -0.422
O -2.06 1.45 -0.49 -0.199
O -0.83 1.39 1.70 -0.519
O 1.14 0.06 -0.37 -0.038
H 1.50 3.51 -0.58 0.147
H 1.29 2.82 1.19 -0.065
H 0.49 1.53 -1.78 0.036
Br 1.11 -1.49 2.38 1.005
C 0.88 -3.37 2.86 -0.670
C -0.57 -3.68 3.16 -0.786
Br -1.08 -3.03 4.93 0.587
H 1.55 -3.57 3.70 0.045
H 1.21 -3.93 1.98 -0.024
H -0.74 -4.76 3.20 -0.119
H -1.27 -3.23 2.44 0.041
Br 1.17 3.62 3.04 0.811
C 2.79 3.58 4.13 -0.644
C 3.55 4.88 4.02 -0.697
Br 4.54 4.97 2.34 0.594
H 3.37 2.71 3.82 0.057
H 2.44 3.43 5.15 0.057
H 4.32 4.94 4.80 0.053
H 2.92 5.77 4.06 0.049
Br 0.21 -4.67 -0.38 0.696
C -0.02 -6.55 0.10 -0.672
C -1.47 -6.86 0.40 -0.661
Br -1.98 -6.21 2.17 0.762
H 0.65 -6.75 0.94 0.058
H 0.31 -7.11 -0.78 0.052
H -1.64 -7.94 0.44 0.053
H -2.17 -6.41 -0.32 0.055
Br -0.25 2.66 -3.76 0.697
C -2.20 2.59 -3.83 -0.663
C -2.76 3.67 -4.72 -0.722
Br -2.72 5.41 -3.83 0.580
H -2.56 2.65 -2.79 0.048
H -2.44 1.60 -4.23 0.027
H -3.81 3.49 -4.94 0.051
H -2.21 3.78 -5.66 0.029
Br -3.04 1.19 -7.36 0.650
C -3.27 -0.69 -6.88 -0.716
C -4.72 -1.00 -6.58 -0.713
Br -5.23 -0.35 -4.81 0.625
H -2.60 -0.89 -6.04 0.041
H -2.94 -1.25 -7.75 0.048
H -4.89 -2.08 -6.54 0.019
H -5.42 -0.55 -7.29 0.052
Br -1.17 -0.37 10.91 0.578
C -0.49 -0.36 9.08 -0.694
C -1.61 -0.54 8.08 -0.681
Br -2.18 -2.41 8.00 0.563
H 0.28 -1.13 9.02 0.055
H -0.02 0.62 8.95 0.057
H -1.27 -0.31 7.07 0.055
H -2.50 0.05 8.31 0.054
Br 6.03 0.27 2.03 0.615
C 6.71 0.28 0.20 -0.712
C 5.59 0.10 -0.80 -0.674
Br 5.02 -1.77 -0.88 0.643
H 7.48 -0.49 0.14 -0.048
H 7.18 1.26 0.07 0.062
H 5.93 0.33 -1.81 -0.037
H 4.70 0.69 -0.57 0.033
Br -2.61 0.30 1.85 0.928
C -3.09 0.29 3.74 -0.638
C -4.56 0.58 3.93 -0.691
Br -4.94 2.48 3.71 0.556
H -2.44 1.02 4.24 0.055
H -2.85 -0.71 4.09 0.009
H -4.87 0.35 4.95 0.047
H -5.20 0.04 3.22 0.045
Br -9.94 4.98 1.34 0.586
C -8.16 4.19 1.32 -0.706
C -8.21 2.75 0.86 -0.687
Br -8.85 1.58 2.29 0.580
H -7.75 4.32 2.32 0.046
H -7.59 4.80 0.61 0.040
H -7.20 2.39 0.63 0.062
H -8.86 2.59 0.00 0.052
Br 7.70 0.68 -3.70 0.665
C 7.64 -0.89 -4.86 -0.674
C 7.30 -2.13 -4.08 -0.686
Br 8.84 -2.78 -3.07 0.585
H 8.60 -0.95 -5.37 0.051
H 6.86 -0.67 -5.60 0.059
H 7.03 -2.95 -4.75 0.059
H 6.49 -1.99 -3.36 -0.006
Br -2.76 -4.13 -5.62 0.658
C -2.26 -4.99 -7.29 -0.684
C -3.43 -5.04 -8.25 -0.700
Br -4.69 -6.45 -7.75 0.603
H -1.86 -5.98 -7.04 0.053
H -1.46 -4.38 -7.70 0.059
H -3.09 -5.31 -9.26 0.058
H -4.00 -4.11 -8.30 0.043
Br -5.30 9.17 0.22 0.593
C -5.69 7.46 1.06 -0.708
C -4.47 6.56 1.06 -0.686
Br -4.17 5.78 -0.70 0.589
H -6.54 7.03 0.53 0.036
H -5.99 7.70 2.08 0.058
H -4.63 5.71 1.73 0.050
H -3.55 7.08 1.35 0.055
Br 10.00 -1.04 0.34 0.646
C 9.61 -2.75 1.18 -0.665
C 10.83 -3.65 1.19 -0.689
Br 11.13 -4.44 -0.57 0.580
H 8.76 -3.18 0.65 0.058
H 9.31 -2.51 2.20 0.065
H 10.67 -4.50 1.85 0.058
H 11.75 -3.13 1.47 0.052
```

Summary:
HOMO energy = -2.948 eV
LUMO energy = 1.363 eV
E = -1863337.6186 eV
net charge = -1

***

Formula: C31H15Br4Cl5IrO3SSi
Source: the Open Molecules 2025 dataset
Level of theory: wB97M-V/def2-TZVPD

XYZ file:
```
61
Properties=species:S:1:pos:R:3:lowdin_spin:R:1
Ir 1.68 -0.70 1.23 1.172
Cl 4.22 1.33 1.74 0.013
C 2.82 1.87 2.60 -0.003
C 1.69 1.05 2.53 0.015
C 0.55 1.52 3.19 0.012
Cl -0.90 0.59 3.09 0.010
C 0.54 2.71 3.91 0.001
Cl -0.88 3.26 4.71 0.001
C 1.71 3.48 3.99 0.000
Cl 1.71 4.95 4.89 0.000
C 2.85 3.06 3.31 -0.002
Cl 4.28 4.02 3.37 -0.001
Br 0.56 -5.84 6.25 0.001
C 0.32 -4.59 4.84 0.007
C -0.87 -4.55 4.13 0.001
Br -2.28 -5.74 4.61 0.000
C -1.04 -3.66 3.09 0.013
Br -2.69 -3.55 2.16 0.002
C 0.00 -2.80 2.68 0.004
O -0.12 -2.01 1.69 0.129
C 1.24 -2.81 3.44 0.001
O 2.18 -2.01 3.13 0.003
C 1.34 -3.72 4.51 0.003
Br 2.95 -3.68 5.51 0.000
S 3.04 -3.01 -1.01 -0.204
C 2.90 -1.88 0.09 -0.185
O 1.14 0.59 -0.47 0.006
Si 0.00 0.59 -1.54 0.002
C -0.86 2.28 -1.49 0.000
C -1.81 2.65 -2.44 0.000
C -2.41 3.89 -2.40 0.000
C -2.06 4.80 -1.41 0.000
C -1.11 4.45 -0.47 0.000
C -0.52 3.20 -0.51 0.000
C 0.72 0.36 -3.30 0.000
C 2.04 0.71 -3.55 0.000
C 2.60 0.54 -4.80 0.000
C 1.85 0.01 -5.83 0.000
C 0.53 -0.34 -5.60 0.000
C -0.02 -0.17 -4.35 0.000
C -1.34 -0.76 -1.36 0.000
C -1.01 -2.08 -1.61 -0.001
C -1.95 -3.09 -1.49 0.000
C -3.25 -2.79 -1.11 0.000
C -3.59 -1.48 -0.83 0.000
C -2.64 -0.48 -0.95 0.000
H -2.08 1.94 -3.21 0.000
H -3.15 4.16 -3.14 0.000
H -2.52 5.78 -1.39 0.000
H -0.84 5.16 0.31 0.000
H 0.22 2.93 0.23 0.000
H 2.63 1.11 -2.74 0.000
H 3.64 0.81 -4.97 0.000
H 2.29 -0.14 -6.81 0.000
H -0.06 -0.76 -6.40 0.000
H -1.05 -0.46 -4.18 0.000
H 0.00 -2.33 -1.90 -0.002
H -1.67 -4.12 -1.69 0.000
H -3.99 -3.58 -1.03 0.000
H -4.60 -1.24 -0.52 0.000
H -2.92 0.55 -0.74 0.000
```

Summary:
HOMO energy (spin up / spin down) = -1.630 / -1.572 eV
2S+1 = 2
LUMO energy (spin up / spin down) = 3.911 / 3.921 eV
E = -402868.6517 eV
net charge = -2
energy relative to the best compared isomer or geometry (same formula, charge and spin) = 52.1 kcal/mol